Entry from the OMol25 dataset: one molecule with the formula C22H34N4O3 (the ωB97M-V functional and the def2-TZVPD basis).

Output
energy relative to the best compared isomer or geometry (same formula, charge and spin): 2263.74 kJ/mol
frontier orbital gap: 8.50 eV
HOMO level: -8.322 eV
total energy: -1302.661082 Ha
SMILES: Cc1ccccc1NC(=O)NC1(C(=O)NCCCN2CCOCC2)CCCCC1

Geometry (Å):
C (-5.20818, -1.74943, -0.69472)
C (-3.91423, -2.61718, -0.45794)
C (-4.04702, -3.89469, -0.42004)
C (-3.07722, -4.84025, -0.12548)
C (-1.86722, -4.42356, -0.01076)
C (-1.78241, -2.96198, 0.14107)
C (-2.89431, -2.17532, -0.04273)
N (-2.70087, -0.63248, -0.38875)
C (-1.60274, 0.14230, -0.26785)
O (-0.39104, -0.37686, 0.02205)
N (-1.85710, 1.64028, -0.34532)
C (-0.89402, 2.38558, -0.17605)
C (0.11274, 2.72145, -1.02225)
O (0.54494, 3.82274, -1.46064)
N (0.78366, 1.73146, -1.58140)
C (1.96874, 1.63085, -2.36697)
C (2.87857, 0.37818, -1.93905)
C (3.37981, 0.71898, -0.48854)
N (4.01601, -0.13668, 0.25953)
C (3.06298, -1.39784, 0.35339)
C (3.69732, -2.32344, 1.79965)
O (4.87362, -2.84301, 1.02955)
C (5.67690, -1.73525, 0.75628)
C (5.25814, -0.97815, -0.19821)
C (-1.75164, 3.92590, 0.00977)
C (-2.74990, 3.84935, 1.02448)
C (-2.05588, 3.67127, 2.59298)
C (-1.15477, 2.24008, 2.50676)
C (-0.24216, 2.33196, 1.37100)
H (-6.06736, -2.44725, -1.03642)
H (-5.03970, -1.17102, -1.59230)
H (-5.44479, -1.06320, -0.02283)
H (-5.03010, -4.43454, -0.28923)
H (-3.23864, -5.78131, -0.03705)
H (-1.12591, -4.86744, 0.42790)
H (-0.78598, -2.49766, 0.20951)
H (-3.50278, -0.07322, -0.24011)
H (-2.84529, 1.81014, -0.69552)
H (0.48397, 0.72336, -1.20169)
H (2.46881, 2.49714, -2.25580)
H (1.74791, 1.32319, -3.30564)
H (2.39418, -0.40499, -1.97854)
H (3.92480, 0.49972, -2.71342)
H (4.04617, 1.63360, -0.47803)
H (2.60949, 1.20473, 0.06696)
H (2.25794, -1.12392, 0.98716)
H (2.79385, -1.90137, -0.47176)
H (3.20748, -3.25606, 1.74932)
H (3.99862, -1.89566, 2.49974)
H (6.62369, -2.50068, 0.27492)
H (5.97326, -1.23374, 1.48723)
H (5.74346, -0.02223, -0.33321)
H (4.87492, -1.49698, -1.26175)
H (-1.08083, 4.50226, 0.03229)
H (-2.27720, 4.09251, -1.00430)
H (-3.28686, 4.98174, 0.90399)
H (-3.39329, 3.08475, 1.05286)
H (-2.69255, 3.82081, 3.36019)
H (-1.36381, 4.59386, 2.77131)
H (-0.68701, 2.28459, 3.29950)
H (-1.99138, 1.64843, 2.52303)
H (0.44996, 1.55194, 1.22333)
H (0.48134, 3.24932, 1.51922)



Entry from the OMol25 dataset: C22H34NO3P3Y as an isolated structure (the ωB97M-V functional and the def2-TZVPD basis).

Output
energy relative to the best compared isomer or geometry (same formula, charge and spin): 0.00 kJ/mol
frontier orbital gap: 6.32 eV
HOMO level: -9.474 eV
total charge: +1
total energy: -2201.431370 Ha

Geometry (Å):
C (-1.71402, 3.44433, -2.66782)
C (-1.41448, 2.18881, -2.13567)
C (-0.04222, 1.79811, -2.04005)
C (0.95371, 2.59443, -2.63187)
C (0.63090, 3.87297, -3.08752)
C (-0.69756, 4.30086, -3.10203)
C (2.34958, 2.05968, -2.81504)
C (2.43857, 0.57787, -2.59955)
C (1.35343, -0.11781, -2.04261)
C (1.29961, -1.54300, -2.15215)
C (2.42892, -2.21967, -2.60151)
C (3.57988, -1.52009, -2.98071)
C (3.57466, -0.12558, -2.99245)
H (-2.75917, 3.75439, -2.73391)
H (1.43439, 4.52057, -3.44021)
H (-0.95226, 5.29485, -3.47214)
H (2.66410, 2.26521, -3.85354)
H (2.39914, -3.31382, -2.65545)
H (4.46556, -2.07353, -3.29026)
H (4.45173, 0.43479, -3.32098)
N (0.31923, 0.59697, -1.42600)
Y (-0.12807, 0.18573, 0.76715)
C (-2.53512, 1.25394, -1.71970)
H (-2.37690, 0.23657, -2.11540)
H (-3.49956, 1.63308, -2.08783)
C (0.03453, -2.30782, -1.80465)
H (-0.86070, -1.80714, -2.20882)
H (0.08429, -3.33355, -2.19855)
P (-2.73045, 1.06290, 0.12762)
P (-0.21224, -2.46688, 0.02560)
C (0.97894, -3.78768, 0.42640)
H (1.02345, -3.90408, 1.51752)
H (0.65995, -4.73475, -0.03183)
H (1.98224, -3.52572, 0.06974)
C (-1.79503, -3.36433, 0.14403)
H (-1.68433, -4.39127, -0.23230)
H (-2.08548, -3.39962, 1.20341)
H (-2.58232, -2.83989, -0.41458)
C (-3.20939, 2.76304, 0.60360)
H (-4.30274, 2.86541, 0.63010)
H (-2.79387, 2.93340, 1.60279)
H (-2.78251, 3.50636, -0.08004)
C (-4.32508, 0.19411, 0.26160)
H (-4.51871, -0.00090, 1.32472)
H (-5.13974, 0.80815, -0.14431)
H (-4.28636, -0.76980, -0.26041)
H (3.07755, 2.60199, -2.22622)
H (-0.59180, 1.70558, 1.96124)
C (1.75837, -2.57836, 4.97586)
O (2.08736, -1.41011, 4.16158)
P (1.49267, -1.25861, 2.66062)
O (-0.16301, -0.83420, 2.97444)
C (-0.63020, -0.21052, 4.20708)
O (1.79995, 0.39044, 2.12574)
C (2.10817, 1.49116, 3.03491)
H (2.17816, -3.48714, 4.52297)
H (0.67219, -2.69968, 5.09814)
H (2.22372, -2.39530, 5.94799)
H (-1.36357, -0.89744, 4.63798)
H (0.19659, -0.04103, 4.90767)
H (-1.10110, 0.73914, 3.93994)
H (2.38645, 1.11323, 4.02498)
H (1.23982, 2.15288, 3.10016)
H (2.95016, 2.01835, 2.58054)



Entry from the OMol25 dataset: C22H35BiCl3N3O6 as an isolated structure (the ωB97M-V functional and the def2-TZVPD basis).

Output
energy relative to the best compared isomer or geometry (same formula, charge and spin): 0.00 kJ/mol
frontier orbital gap (alpha / beta): 6.45 / 6.45 eV
HOMO level (alpha / beta): -6.490 / -6.491 eV
total energy: -3070.141074 Ha

Geometry (Å):
O (1.72334, -0.58693, -3.42165)
C (0.81697, -0.06015, -4.08804)
C (0.58914, 1.40330, -4.09386)
C (0.69132, 2.10186, -2.87462)
H (0.77799, 1.55674, -1.93626)
C (0.67374, 3.49745, -2.86205)
H (0.75297, 4.02603, -1.90546)
C (0.56110, 4.20419, -4.05800)
H (0.62447, 5.29576, -4.05911)
C (0.30493, 3.51578, -5.25140)
H (0.11345, 4.07610, -6.16865)
C (0.33304, 2.11599, -5.27889)
H (0.15822, 1.53792, -6.19246)
H (0.00179, -0.67891, -4.50538)
C (-2.34453, -1.68031, -1.67051)
C (-2.28160, -0.48831, -0.76912)
H (-2.90246, -1.46702, -2.59752)
H (-2.76623, -2.53912, -1.12691)
H (-1.36963, -1.99783, -2.09784)
C (-2.72664, 0.75097, -1.06786)
C (-4.10892, 1.28702, -1.29762)
H (-2.01679, 1.56015, -1.26787)
H (-4.22616, 1.61581, -2.34685)
H (-4.27242, 2.19944, -0.68888)
H (-4.86458, 0.53039, -1.05050)
Bi (-0.87503, -0.56671, 0.87510)
Cl (-3.02865, -0.74945, 2.22615)
C (-0.89808, 0.16930, 4.15004)
O (-0.03823, -0.34831, 3.39783)
N (-1.11687, -0.20913, 5.41174)
C (-0.55347, -1.40820, 6.00392)
C (-2.02148, 0.53423, 6.26419)
H (-1.56885, 0.96456, 3.78072)
H (0.14011, -1.87752, 5.30363)
H (-1.35943, -2.10996, 6.26920)
H (-0.03682, -1.13337, 6.93232)
H (-2.35753, 1.43480, 5.73958)
H (-1.51295, 0.82420, 7.19373)
H (-2.90302, -0.06376, 6.53634)
H (4.72484, 1.31417, -1.56884)
H (4.35631, 1.05626, 1.10747)
C (3.63510, 1.44085, -1.61790)
C (3.31922, 1.31760, 0.84812)
N (2.99854, 0.80089, -0.47039)
H (3.27099, 0.99374, -2.54664)
C (2.41821, -0.40757, -0.55683)
O (1.92934, -1.05427, 0.39050)
H (2.62914, 0.87945, 1.57538)
H (2.37770, -0.80183, -1.58645)
H (3.38908, 2.50490, -1.60578)
H (3.20254, 2.39917, 0.84375)
H (0.15460, -6.29896, 1.14822)
H (2.23751, -5.88741, -0.57867)
C (-0.42502, -5.73241, 0.41082)
C (1.50576, -5.31965, -1.16216)
N (0.43813, -4.79867, -0.31140)
H (-1.22742, -5.18207, 0.90389)
C (0.26181, -3.48281, -0.23465)
O (-0.63992, -2.94936, 0.48135)
H (1.99737, -4.46026, -1.63108)
H (0.97047, -2.87805, -0.83301)
H (-0.84667, -6.46104, -0.28759)
H (1.09635, -5.97659, -1.93594)
Cl (1.11289, 2.88008, 3.31825)
C (0.27167, 3.60927, 1.92675)
Cl (1.41165, 4.34339, 0.76221)
C (-0.57488, 2.46455, 1.30978)
O (-1.75377, 2.38154, 1.70332)
O (0.03548, 1.67674, 0.48735)
H (-0.38926, 4.39133, 2.30299)



Entry from the OMol25 dataset: C22H35Cl3N3O6Ti as an isolated structure (the ωB97M-V functional and the def2-TZVPD basis).

Output
energy relative to the best compared isomer or geometry (same formula, charge and spin): 128.72 kJ/mol
frontier orbital gap (alpha / beta): 7.23 / 7.54 eV
HOMO level (alpha / beta): -6.969 / -7.605 eV
spin multiplicity: 2
total energy: -3705.039325 Ha

Geometry (Å):
O (-2.03906, -0.72361, -0.33061)
C (-1.72256, -0.45973, -1.51728)
C (-1.67953, -1.65261, -2.51528)
C (-1.01931, -2.82574, -2.19875)
H (-0.25293, -2.74895, -1.43957)
C (-1.35991, -4.03332, -2.80761)
H (-0.83849, -4.91665, -2.44143)
C (-2.37254, -4.04922, -3.76544)
H (-2.65588, -5.02222, -4.18374)
C (-2.96356, -2.84583, -4.18024)
H (-3.71900, -2.88766, -4.95717)
C (-2.60056, -1.64113, -3.56617)
H (-3.04780, -0.70525, -3.90363)
H (-2.26478, 0.33866, -2.11676)
C (-0.48590, 2.05929, -2.43706)
C (-0.00846, 0.67098, -2.05671)
H (-0.76056, 2.09554, -3.50202)
H (0.26327, 2.85478, -2.22802)
H (-1.38797, 2.35022, -1.87451)
C (0.87512, -0.02171, -2.87539)
C (1.53174, 0.68127, -3.99163)
H (0.91281, -1.08286, -2.96108)
H (1.05021, 0.47580, -4.95079)
H (2.59081, 0.43444, -4.12338)
H (1.52636, 1.78869, -3.95538)
Ti (1.31587, 0.87745, -0.73585)
Cl (3.02590, 2.04255, -1.50283)
C (3.09662, 1.03198, 1.45479)
O (1.86452, 1.21253, 1.23352)
N (3.75241, 1.46944, 2.51808)
C (3.12867, 2.29228, 3.54255)
C (5.17414, 1.21113, 2.66137)
H (3.66138, 0.50014, 0.68008)
H (2.05296, 2.25458, 3.41363)
H (3.47834, 3.32719, 3.47947)
H (3.40604, 1.91392, 4.52813)
H (5.49189, 0.42250, 1.97603)
H (5.41359, 0.90859, 3.68004)
H (5.78161, 2.09230, 2.43784)
H (-3.14148, -3.65139, 1.99996)
H (-1.64771, -3.29892, 3.94069)
C (-2.58589, -2.93326, 1.39061)
C (-0.96141, -2.84661, 3.22539)
N (-1.70006, -2.15168, 2.20874)
H (-3.29077, -2.26180, 0.89036)
C (-1.60013, -0.80814, 2.06283)
O (-0.58280, -0.13823, 2.18488)
H (-0.30085, -2.15847, 3.74606)
H (-2.58683, -0.35625, 1.83425)
H (-2.03318, -3.50229, 0.63245)
H (-0.38132, -3.64590, 2.77387)
H (-0.74508, 5.06722, 1.90677)
H (-3.24789, 4.13743, 2.36572)
C (-0.92089, 4.67714, 0.89949)
C (-3.18929, 3.78197, 1.32964)
N (-1.80254, 3.51802, 0.94936)
H (0.02447, 4.41444, 0.42933)
C (-1.37707, 2.28651, 0.60385)
O (-0.24198, 2.00309, 0.13835)
H (-3.78248, 2.87043, 1.22280)
H (-2.12190, 1.48407, 0.69725)
H (-1.40209, 5.48139, 0.33760)
H (-3.62279, 4.56696, 0.69731)
Cl (2.29458, -1.69973, 2.89641)
C (2.68204, -2.40017, 1.28583)
Cl (3.09429, -4.12463, 1.42092)
C (1.45927, -2.14087, 0.39089)
O (0.54772, -2.95487, 0.49104)
O (1.39280, -1.00837, -0.31011)
H (3.55583, -1.89686, 0.87030)